No. 1
C5H7NO as an isolated structure in a non-equilibrium geometry, computed with ωB97M-V/def2-TZVPD.

Output
Net charge: 0
Lowest unoccupied orbital energy: 0.68 eV
HOMO: -9.15 eV
Orbital gap: 9.83 eV
Molar mass: 97.117 g mol⁻¹

Last column: Mulliken charge in e.
Atoms and positions in Å:
H: -1.5771 0.1575 -1.4122  0.288
H: 1.9483 0.1817 -1.7819  0.353
C: -0.4679 0.8943 0.6992  -0.390
C: -0.9799 -0.5043 -0.7797  -0.348
H: -0.1237 1.1102 1.7122  0.276
C: 0.0417 -1.0731 0.9053  -0.313
H: -0.7122 1.8295 0.1864  0.257
H: 0.4392 -0.9151 1.9111  0.262
C: 1.5030 0.6415 -0.8832  -0.341
O: 1.8333 1.7565 -0.5424  -0.463
H: -1.0179 -1.5363 -1.1533  0.249
C: 0.3589 -0.0146 -0.1757  0.400
N: -1.3147 -0.3997 0.6931  -0.481
H: 0.0690 -2.1281 0.6210  0.251



No. 2
An isolated ion of composition C5H12N5O2 and charge +1 in a non-equilibrium geometry, computed with ωB97M-V/def2-TZVPD.

Output
Net charge: +1
Lowest unoccupied orbital energy: -2.72 eV
HOMO: -13.42 eV
Orbital gap: 10.69 eV
SMILES string: C1=N\NONON[C@H]2CCC[N@@H+]/12
Molar mass: 174.184 g mol⁻¹

Last column: Mulliken charge in e.
Atoms and positions in Å:
C: -0.1829 -0.7377 0.0800  0.034
C: -2.5245 -0.1601 -0.4477  -0.672
H: 3.4903 -1.4052 -0.3897  0.342
N: -0.3103 0.7423 -0.2748  0.147
H: -3.5734 -0.0468 -0.1893  0.411
O: 2.1234 -1.1763 0.9006  -0.195
H: -0.0711 -1.1218 -1.0127  0.320
H: -2.0820 1.9626 0.0572  0.365
H: -1.9075 -0.8885 1.4224  0.405
N: 0.6911 -1.0951 1.1400  -0.291
H: 0.5237 -2.0863 1.3589  0.364
N: 2.6303 1.1069 -0.1172  -0.191
C: -1.6588 -1.1344 0.4087  -0.917
H: -0.0685 2.1743 1.4090  0.438
N: 1.7375 1.6410 0.6450  -0.120
H: -1.9026 -2.2185 0.3202  0.416
O: 2.3011 0.0628 -1.0016  -0.255
C: 0.4788 1.6803 0.6879  -0.116
H: 3.6636 1.1455 0.0411  0.282
C: -1.7091 1.1355 -0.5396  -0.567
H: -2.5412 -0.6272 -1.4713  0.304
N: 2.4611 -1.2576 -0.4189  -0.169
H: 0.1806 0.9292 -1.0486  0.400
H: -1.7494 1.3753 -1.5595  0.267



No. 3
C34H49MoN8O9P2 as an isolated structure, computed with ωB97M-V/def2-TZVPD.

Output
Net charge: +1
Multiplicity: 3
Lowest unoccupied orbital energy (alpha / beta): -2.87 / -3.23 eV
HOMO (alpha / beta): -9.92 / -9.94 eV
Orbital gap (alpha / beta): 7.06 / 6.71 eV
Molar mass: 871.701 g mol⁻¹

Last column: Löwdin spin population.
Atoms and positions in Å:
H: 1.0114 2.7311 2.2765  0.001
H: 0.5195 5.0598 -3.5585  0.000
C: -2.2855 -2.7501 -0.0466  0.014
C: 3.9481 1.4407 0.8067  0.002
C: -1.4343 -0.0717 3.2105  0.000
H: 0.3900 6.5776 -2.7848  0.000
C: 4.6602 1.0598 -3.1521  0.001
H: 5.9451 -1.5566 -4.1348  0.000
H: 2.0231 -1.3701 0.6515  0.000
H: 5.6732 -3.2805 -4.3360  0.000
H: 0.4608 1.5511 -4.5275  0.000
H: 2.5002 6.6364 -1.6771  0.000
H: 1.6044 -3.0547 -2.5723  0.001
H: -6.1191 -3.4030 7.9595  0.000
C: 2.2313 -0.3167 0.8420  -0.018
N: -0.4742 -0.6337 -0.3018  -0.003
H: 0.0631 2.6358 4.5827  0.000
O: -1.2724 3.8142 -1.3222  0.003
C: -5.4601 -4.4727 4.3207  0.000
H: -2.9866 -3.5636 0.0675  0.001
N: 0.2358 5.5697 -2.6896  0.000
C: 3.7103 -0.0359 0.6115  0.005
H: -1.7936 -3.1335 -2.0991  0.000
H: -6.8738 -6.0294 4.6631  0.000
C: -2.6479 -2.0343 2.3327  -0.001
C: 3.8569 -2.1350 -4.1993  0.002
H: 3.2528 -3.0160 -4.0024  0.000
O: 3.6159 4.5128 -2.6600  0.001
C: -4.7809 -3.3775 4.8365  0.000
C: -8.2061 -6.5119 6.7614  0.000
H: -1.5570 2.9799 -4.0987  0.000
H: 0.5464 -0.1015 -3.9181  0.000
C: -0.8318 0.0523 1.9501  0.004
C: -1.1163 -0.8646 0.8783  0.007
H: 2.1440 0.8156 -2.3812  0.001
Mo: 0.9087 1.0100 -0.3526  1.720
H: -0.7505 5.3655 -2.4798  0.000
C: -6.3651 -5.1820 5.0922  0.000
C: -2.0270 -1.9099 1.0471  0.000
C: -2.3560 -1.1534 3.3511  -0.001
C: -0.7291 -1.4490 -1.3215  0.017
C: 2.4679 -1.0960 -2.4377  0.016
C: -5.9234 -3.6902 6.9378  0.000
H: 4.0350 -0.2938 -0.4005  0.000
O: 0.5788 2.9179 0.0791  0.032
H: 5.9936 1.2458 0.8383  0.000
H: 5.4311 -2.5294 -2.7579  0.000
O: 2.4290 2.5106 -1.7970  0.021
C: 1.1148 4.9656 -1.6099  0.001
N: 0.0248 1.0514 1.6499  0.006
O: -0.4130 1.6547 -2.0113  0.063
H: -2.6850 1.6781 -4.4764  0.000
C: -1.0958 0.8808 4.1832  0.011
C: -5.0265 -2.9967 6.1578  0.000
O: -7.4576 -5.4126 7.2524  0.000
H: -0.9384 2.8572 -1.7213  0.001
H: 3.7543 4.8408 -3.5468  0.000
C: -6.6018 -4.7922 6.4094  0.000
H: 5.3870 2.8679 0.9628  0.000
N: 5.2157 1.8769 0.8939  0.001
C: -3.8368 -2.6615 3.9811  0.000
H: 3.7726 -1.9420 -5.2721  0.000
C: 0.3309 1.9472 2.5747  0.015
C: 1.9169 6.0758 -0.9449  0.000
H: -0.6951 0.3280 -5.0903  0.000
C: -1.0988 1.1074 -3.1228  0.004
O: 2.9949 2.2030 0.8710  0.031
H: 4.0403 0.1860 -5.0331  0.000
H: 4.3521 -0.6012 1.2986  -0.001
C: -0.2117 1.8802 3.8630  0.000
H: 3.1414 -3.0107 -1.7166  0.001
C: -1.6309 -2.5144 -1.2301  -0.002
H: -5.2723 -4.7692 3.2988  0.000
H: -7.5489 -7.3350 6.4735  0.000
C: -2.0928 2.1276 -3.6782  0.000
C: 3.6401 0.3456 -4.0305  0.001
N: -3.5658 -2.9642 2.7306  -0.001
O: -0.3956 5.2081 0.6632  -0.001
N: -3.1271 -1.5679 4.4087  -0.001
C: 5.3115 -2.3868 -3.8317  0.001
C: -0.1369 0.6898 -4.2275  0.001
H: 2.0262 -0.1610 1.9036  0.001
H: 5.4870 0.3987 -2.9048  0.000
H: -2.7767 2.4835 -2.9106  0.000
N: 1.9183 -0.0498 -1.8925  0.001
H: -8.8440 -6.8270 7.5822  0.000
P: 2.1867 3.7614 -2.5774  0.003
H: -0.1820 -1.2638 -2.2310  0.000
H: -3.1824 -1.1492 5.3209  0.000
H: 2.6192 5.6335 -0.2418  0.000
H: -1.5309 0.8346 5.1717  0.001
H: 4.2057 1.4367 -2.2336  0.000
P: -0.0880 4.2250 -0.3820  0.005
H: -8.8241 -6.2155 5.9114  0.000
C: 2.2110 -2.4698 -1.8801  0.003
H: -1.6935 0.2379 -2.8140  0.002
H: -4.5205 -2.1494 6.6009  0.000
H: 2.7441 0.9577 -4.1563  0.001
H: 1.2573 6.7347 -0.3823  0.000
N: 3.2634 -0.9798 -3.5200  0.021
H: 5.0616 1.9187 -3.6880  0.000
H: 1.6741 -2.3955 -0.9441  0.000
O: 1.5752 3.7506 -3.9491  0.001



No. 4
H18O9 as an isolated structure in a non-equilibrium geometry, computed with ωB97M-V/def2-TZVPD.

Output
Net charge: 0
Lowest unoccupied orbital energy: -0.19 eV
HOMO: -8.83 eV
Orbital gap: 8.64 eV
Molar mass: 162.135 g mol⁻¹

Last column: Mulliken charge in e.
Atoms and positions in Å:
H: -0.2643 2.7718 -4.0110  0.264
O: 0.9686 0.7898 0.0652  -0.756
O: 0.2495 -4.5352 1.3738  -0.635
H: 2.7584 1.7962 5.2434  0.320
O: -0.0865 2.3919 -0.8305  -0.610
H: -0.3540 -4.0236 0.8232  0.319
H: -2.9296 -0.1995 -2.9086  0.302
H: -3.1026 -1.0444 -0.1123  0.349
O: -3.0031 0.3678 -2.1329  -0.502
H: 0.3509 0.0505 0.0365  0.330
H: -1.1121 -0.4163 -2.1931  0.408
H: -1.4093 -0.4799 -0.7039  0.221
H: 4.5674 -0.5397 1.4309  0.311
H: 5.1434 -1.2926 0.2429  0.321
H: -1.0464 2.7839 -2.7078  0.320
H: -3.2207 1.2339 -2.4956  0.245
O: -3.7811 -1.2966 0.5240  -0.674
H: 2.8160 0.4034 5.8492  0.318
O: -0.8142 2.2139 -3.4495  -0.590
O: -1.7734 -0.7231 -1.5626  -0.722
H: 0.7247 2.3988 -0.3100  0.311
H: 1.0976 -4.0894 1.2689  0.316
H: -0.2079 1.4645 -1.0633  0.424
O: 2.6619 0.8643 5.0169  -0.636
H: -4.4763 -0.6411 0.3977  0.301
H: 1.0522 0.9893 1.0045  0.374
O: 5.1910 -1.2387 1.2041  -0.631



No. 5
One molecule with the formula C5H8O in a non-equilibrium geometry, computed with ωB97M-V/def2-TZVPD.

Output
Net charge: 0
Lowest unoccupied orbital energy (alpha / beta): -0.71 / -0.71 eV
HOMO (alpha / beta): -7.95 / -8.48 eV
Orbital gap (alpha / beta): 7.24 / 7.77 eV
Molar mass: 84.118 g mol⁻¹

Last column: Mulliken charge in e.
Atoms and positions in Å:
H: -1.8412 1.1227 0.2427  0.356
H: -1.3295 0.0808 1.5754  0.286
H: 0.5748 1.4975 1.6265  0.366
H: -0.5930 -2.2829 -0.0350  0.293
O: -0.2627 1.8297 1.2714  -0.561
C: 1.1541 0.2150 -0.3783  -0.521
C: -0.1275 -0.1883 -0.1151  0.869
C: -0.9587 0.7265 0.7568  -0.535
C: -0.8160 -1.4066 -0.6533  -1.278
H: 3.0545 0.3642 -1.0743  0.178
H: -1.9042 -1.2684 -0.6754  0.349
H: -0.4749 -1.6218 -1.6672  0.369
H: 1.1056 1.3099 -0.3297  0.487
C: 2.4187 -0.3782 -0.5446  -0.658



No. 6
C34H20Br2F4N2OPPt as an isolated structure in a non-equilibrium geometry, computed with ωB97M-V/def2-TZVPD.

Output
Net charge: +1
Lowest unoccupied orbital energy: -3.83 eV
HOMO: -10.01 eV
Orbital gap: 6.18 eV
Molar mass: 934.399 g mol⁻¹

Last column: Mulliken charge in e.
Atoms and positions in Å:
C: 2.2054 -1.7884 1.8923  -0.199
H: 4.7406 -0.3372 3.6034  0.409
F: -1.7810 -4.1693 4.5126  -0.278
C: 0.7524 3.3155 -0.0165  0.420
C: 1.6644 4.2278 0.5261  1.203
Br: -3.1498 0.8892 1.6411  -0.140
H: 1.8537 -1.6154 -0.9237  0.519
F: -3.9797 -2.7278 5.1444  -0.269
C: 1.3497 -0.6923 1.7737  0.438
H: 1.0857 1.3904 2.2306  0.062
C: 1.7374 0.5321 2.3139  -0.214
C: -1.4181 -1.3975 2.1880  -0.403
C: 2.9478 0.6603 2.9797  -0.674
C: -3.4302 -1.1291 3.5165  0.250
N: -0.2968 2.8036 0.7155  0.119
H: -0.4841 0.9685 -5.4893  0.451
C: -2.5728 -0.6901 2.5267  0.256
H: 2.1232 2.8815 -3.0894  0.394
C: -0.1010 -3.9688 -2.3703  -0.568
C: 1.0064 -3.1677 -2.1297  -0.824
H: 0.2509 2.1867 -3.7397  0.346
C: -2.6436 -1.4762 -4.6085  -0.418
H: 1.8919 -3.2652 -2.7443  0.459
C: -3.1604 -2.3044 4.1982  0.649
C: -1.8381 -0.6674 -5.4269  -0.336
O: -2.1998 -0.0499 -1.3579  -0.759
H: 0.1598 4.5070 3.5594  0.434
H: 3.7397 4.4782 -2.1451  0.414
H: 4.0771 -2.5124 2.6342  0.433
H: -3.3402 -1.8774 -2.6272  0.544
H: -0.0793 -4.6955 -3.1719  0.438
C: 0.9851 -2.2412 -1.0967  -0.509
C: -1.1922 -2.5782 2.8800  0.364
H: 2.1283 5.3658 2.3053  0.465
C: 1.4414 4.6601 1.8534  -0.743
C: -0.3187 1.6357 -2.9943  0.095
P: -0.2489 -0.7852 0.9216  0.304
Pt: -1.1118 1.1397 -0.1903  1.471
C: 0.3674 4.1874 2.5482  -0.667
H: -3.2112 -2.2827 -5.0545  0.449
H: 3.4693 5.3545 0.1394  0.425
C: 0.8819 2.8688 -1.3527  0.115
C: -1.2361 -3.8362 -1.5827  -0.813
H: -2.1610 -2.8043 0.0453  0.484
H: -2.1042 -4.4549 -1.7710  0.441
H: -1.3139 2.8212 2.4898  0.301
F: -4.5317 -0.4598 3.8402  -0.317
Br: -1.7750 -0.9991 -7.2794  -0.181
F: -0.1311 -3.3378 2.6046  -0.375
C: -1.1143 0.3419 -4.8701  -0.884
H: 1.9275 -2.7451 1.4702  0.445
C: 3.7918 -0.4345 3.0919  -0.576
C: -1.9870 -0.2214 -2.6484  0.638
H: 3.2323 1.6152 3.4031  0.465
C: 2.8965 4.1723 -1.5409  -0.995
C: 2.7521 4.6574 -0.2741  -0.923
C: -1.1616 0.5843 -3.4728  0.293
C: -2.7147 -1.2616 -3.2581  -0.502
C: -1.2629 -2.9086 -0.5520  -0.602
C: -0.4761 3.2367 1.9474  -0.031
C: -0.1464 -2.1180 -0.2930  0.482
C: -2.0373 -3.0380 3.8745  0.202
C: 1.9619 3.2623 -2.0901  -0.645
N: -0.1306 1.9511 -1.7559  -0.001
C: 3.4204 -1.6569 2.5462  -0.833



What did the second record say?
An isolated ion of composition C5H12N5O2 and charge +1 in a non-equilibrium geometry, computed with ωB97M-V/def2-TZVPD.

Output
Net charge: +1
Lowest unoccupied orbital energy: -2.72 eV
HOMO: -13.42 eV
Orbital gap: 10.69 eV
SMILES string: C1=N\NONON[C@H]2CCC[N@@H+]/12
Molar mass: 174.184 g mol⁻¹

Last column: Mulliken charge in e.
Atoms and positions in Å:
C: -0.1829 -0.7377 0.0800  0.034
C: -2.5245 -0.1601 -0.4477  -0.672
H: 3.4903 -1.4052 -0.3897  0.342
N: -0.3103 0.7423 -0.2748  0.147
H: -3.5734 -0.0468 -0.1893  0.411
O: 2.1234 -1.1763 0.9006  -0.195
H: -0.0711 -1.1218 -1.0127  0.320
H: -2.0820 1.9626 0.0572  0.365
H: -1.9075 -0.8885 1.4224  0.405
N: 0.6911 -1.0951 1.1400  -0.291
H: 0.5237 -2.0863 1.3589  0.364
N: 2.6303 1.1069 -0.1172  -0.191
C: -1.6588 -1.1344 0.4087  -0.917
H: -0.0685 2.1743 1.4090  0.438
N: 1.7375 1.6410 0.6450  -0.120
H: -1.9026 -2.2185 0.3202  0.416
O: 2.3011 0.0628 -1.0016  -0.255
C: 0.4788 1.6803 0.6879  -0.116
H: 3.6636 1.1455 0.0411  0.282
C: -1.7091 1.1355 -0.5396  -0.567
H: -2.5412 -0.6272 -1.4713  0.304
N: 2.4611 -1.2576 -0.4189  -0.169
H: 0.1806 0.9292 -1.0486  0.400
H: -1.7494 1.3753 -1.5595  0.267



> Look up the molar mass of the fourth one.

162.135 g mol⁻¹



Copy entry 1 word for word.
C5H7NO as an isolated structure in a non-equilibrium geometry, computed with ωB97M-V/def2-TZVPD.

Output
Net charge: 0
Lowest unoccupied orbital energy: 0.68 eV
HOMO: -9.15 eV
Orbital gap: 9.83 eV
Molar mass: 97.117 g mol⁻¹

Last column: Mulliken charge in e.
Atoms and positions in Å:
H: -1.5771 0.1575 -1.4122  0.288
H: 1.9483 0.1817 -1.7819  0.353
C: -0.4679 0.8943 0.6992  -0.390
C: -0.9799 -0.5043 -0.7797  -0.348
H: -0.1237 1.1102 1.7122  0.276
C: 0.0417 -1.0731 0.9053  -0.313
H: -0.7122 1.8295 0.1864  0.257
H: 0.4392 -0.9151 1.9111  0.262
C: 1.5030 0.6415 -0.8832  -0.341
O: 1.8333 1.7565 -0.5424  -0.463
H: -1.0179 -1.5363 -1.1533  0.249
C: 0.3589 -0.0146 -0.1757  0.400
N: -1.3147 -0.3997 0.6931  -0.481
H: 0.0690 -2.1281 0.6210  0.251



> What is the formula in the fifth record?

C5H8O